The following is a DFT calculation (wB97M-V/def2-TZVPD) of a molecular structure, C33H32ClN3O4RbS5.

The calculation puts the molecular weight at 815.89 u. As for the HOMO-LUMO gap: 0.255 hartree. The LUMO energy is 1.978 eV. For the total energy, the calculation gives -4217.31975 a.u. As for the relative energy (zero: lowest compared OMol25 entry of this formula, charge and spin): 13.9 kJ/mol. The total charge is -1.

CARTESIAN COORDINATES (ANGSTROEM)
Rb1 -1.05660 0.04367 -0.22424
Cl1 -7.55000 1.66240 -5.16988
S1 -1.76317 2.96890 1.25268
S2 1.56098 1.94601 0.96210
S3 -0.14220 3.01345 -1.83657
S4 -0.71514 -1.25990 2.99934
S5 1.98727 0.59330 -4.74044
O1 -1.59171 -2.41426 2.94119
O2 -2.00901 -0.32103 -2.90440
O3 -1.36080 0.04039 2.90820
O4 -3.38059 1.44073 -1.05270
N1 1.94254 -1.22852 -0.27152
N2 0.44311 -1.34117 -3.78018
N3 0.44915 -1.26221 1.95684
C1 4.04281 -3.01204 -0.68323
C2 -0.02597 -1.97380 6.92473
C3 -4.25886 1.43968 -1.94333
C4 1.23258 -0.63884 4.83701
C5 -5.50338 2.16069 -1.76280
C6 -6.28979 1.55897 -3.95739
C7 1.62175 3.26364 -1.51330
C8 2.39651 -4.42864 2.31988
C9 2.15792 -3.37326 -4.25152
C10 3.86709 -1.94233 -1.50923
C11 -2.04240 4.14274 -0.09306
C12 2.47263 -2.11267 -4.66337
C13 3.28102 -4.31312 1.28531
C14 -2.99393 -0.02245 -3.58458
C15 0.77363 2.72433 2.39667
C16 -0.36561 3.70821 2.13947
C17 3.16477 -3.21060 0.40779
C18 1.61508 -1.00578 -4.39762
C19 -0.87086 4.46147 -1.01501
C20 0.95489 -3.63237 -3.56214
C21 0.11563 -2.58197 -3.36042
C22 1.27756 -2.33470 1.75910
C23 2.05680 3.36994 -0.04980
C24 -6.46775 2.21702 -2.71978
C25 -5.15114 0.85603 -4.19301
C26 0.03074 -1.29899 4.62584
C27 -4.12965 0.76061 -3.21818
C28 1.17312 -1.30953 7.14570
C29 2.77450 -1.08373 -1.27076
C30 1.80304 -0.64506 6.10181
C31 1.40773 -3.45933 2.56159
C32 -0.59913 -1.97316 5.66108
C33 2.14436 -2.24923 0.60316
H1 0.70121 -4.61831 -3.20570
H2 0.73952 -3.59281 3.40085
H3 2.74433 -0.13746 6.27181
H4 -1.22534 5.15127 -1.78382
H5 -0.71574 4.07221 3.10771
H6 1.66193 4.27702 0.40683
H7 0.38568 1.86618 2.95156
H8 -5.63402 2.66021 -0.81038
H9 2.58847 -0.25247 -1.94635
H10 2.46041 -5.27830 2.99009
H11 4.85037 -3.71837 -0.84362
H12 4.06064 -5.04714 1.11957
H13 -2.43316 5.08174 0.30785
H14 1.96760 4.15027 -2.05106
H15 3.39827 -1.89423 -5.17557
H16 1.71611 -0.14393 4.00294
H17 -0.51382 -2.49860 7.73689
H18 -0.26038 -0.61619 -3.61322
H19 4.52551 -1.75485 -2.34711
H20 -0.01727 4.58134 1.58725
H21 2.84740 -4.18692 -4.44246
H22 1.62258 -1.31535 8.13113
H23 -7.38528 2.76644 -2.54681
H24 -5.01462 0.35056 -5.14304
H25 -0.84379 -2.64548 -2.86672
H26 3.14517 3.45597 -0.02510
H27 1.53364 3.20998 3.01409
H28 -3.03958 -0.40299 -4.62603
H29 -0.07608 4.97572 -0.47558
H30 -2.83996 3.65448 -0.65495
H31 -1.52444 -2.49675 5.45985
H32 2.09516 2.40326 -1.99189

Here are the Löwdin charges for atoms 1 to 2, given in e: 0.75, 0.59

---

The following is a DFT calculation (wB97M-V/def2-TZVPD) of a molecular structure, C24H19GaO4Sb.

The calculation puts the molecular weight at 562.89 u. As for the HOMO-LUMO gap: 0.177 hartree. The LUMO energy is -12.556 eV. For the total energy, the calculation gives -3390.64099 a.u. The total charge is +3.

CARTESIAN COORDINATES (ANGSTROEM)
Sb1 -0.00444 0.24652 2.72630
Ga1 -0.00159 -0.00763 -0.08079
O1 3.13812 0.00673 -0.01130
O2 0.00599 -3.12242 0.20790
O3 -0.00579 3.12211 0.20229
O4 -3.13550 -0.00615 -0.01699
C1 -0.33462 1.95524 3.93189
C2 -3.75984 -2.66236 4.04376
C3 -2.44335 -3.04286 4.28236
C4 0.00128 -0.68952 -2.24064
C5 4.01034 -0.00519 4.54817
C6 2.46634 -1.58001 2.86452
C7 0.28621 4.21034 4.52241
C8 1.97975 -0.37826 3.29943
C9 -1.56008 3.13993 5.63529
C10 2.74588 0.42148 4.14300
C11 -1.36100 1.98979 4.87191
C12 -2.96406 -0.61923 3.02705
C13 -1.97620 -0.00305 -0.00999
C14 3.73740 -2.02118 3.26846
C15 -1.66804 -1.00540 3.26765
C16 -0.73860 4.24847 5.46331
C17 0.48342 3.05511 3.75371
C18 0.00341 -1.96520 0.12772
C19 -4.02521 -1.45158 3.41745
C20 -0.00141 0.68897 -2.24050
C21 -0.00285 1.96724 0.13319
C22 4.50699 -1.22796 4.11119
C23 -1.38889 -2.21403 3.89457
C24 1.97518 0.00376 -0.01466
H1 0.94246 5.08407 4.37394
H2 -5.06946 -1.13959 3.22660
H3 4.61278 0.62770 5.22412
H4 5.50289 -1.56853 4.43465
H5 0.94370 -1.26188 -2.38232
H6 1.86826 -2.23847 2.19055
H7 -0.94387 1.26157 -2.38192
H8 -0.34629 -2.52390 4.08851
H9 -2.37862 3.16918 6.37789
H10 1.29551 3.04563 3.00226
H11 -2.22548 -4.00477 4.78319
H12 -0.89775 5.15764 6.06386
H13 4.12235 -2.99646 2.91747
H14 2.36577 1.40126 4.51421
H15 -4.58941 -3.32010 4.35156
H16 0.93893 1.26478 -2.38235
H17 -0.93951 -1.26545 -2.38198
H18 -2.02885 1.11623 5.01687
H19 -3.19938 0.34682 2.53672

Here are the natural (NBO) charges for atoms 1 to 2, given in e: 1.23, 0.47

---

The following is a DFT calculation (wB97M-V/def2-TZVPD) of 6 unconnected molecules or ions with the total composition C33H35ClF5NO4P.

The calculation puts the molecular weight at 671.06 u. As for the HOMO-LUMO gap: 0.254 hartree. The LUMO energy is -3.545 eV. For the total energy, the calculation gives -2934.74702 a.u. The total charge is +1.

CARTESIAN COORDINATES (ANGSTROEM)
Cl1 -3.97976 -0.62602 5.21436
P1 -3.72835 -2.12732 3.85856
F1 -6.14783 3.22064 3.53015
F2 2.05352 -1.60203 -3.50865
F3 -5.08299 9.17206 0.57323
F4 4.01536 -5.90848 -1.58553
F5 6.18095 -6.81015 -6.36169
O1 1.05423 -1.56322 3.26211
O2 -3.20037 1.88372 1.29630
O3 -0.13720 -1.05832 2.67267
O4 -4.86993 -1.83414 2.76556
N1 -2.39930 -1.43111 2.75336
C1 6.22322 -6.32390 -0.90077
C2 5.30609 -5.51342 -1.53777
C3 -6.08110 5.45285 2.77043
C4 -1.00168 8.84120 0.38731
C5 -3.24231 0.96659 2.36640
C6 -2.70489 -0.32085 1.77076
C7 -5.57677 6.73853 2.91006
C8 7.93311 -4.71402 -1.43638
C9 -4.77097 4.74673 4.67837
C10 2.61948 -6.28496 -6.55278
C11 7.54868 -5.91512 -0.85709
C12 -2.96490 9.96628 1.21350
C13 5.65879 -4.31420 -2.12433
C14 1.54165 -3.67672 -2.53659
C15 1.17955 -4.40243 -1.41265
C16 -4.67145 7.03025 3.92122
C17 0.96875 -3.75936 -0.20071
C18 6.98718 -3.91638 -2.06560
C19 -5.66611 4.48623 3.66176
C20 -1.80429 7.94967 -0.31126
C21 -1.58395 9.84546 1.14846
C22 4.91127 -4.94117 -5.72769
C23 -4.26960 6.03544 4.80133
C24 -1.18833 -1.14327 3.58675
C25 3.66863 -4.33220 -5.62274
C26 -3.73685 9.06413 0.51049
C27 1.69086 -2.30985 -2.41982
C28 -3.18680 8.05363 -0.25133
C29 1.48675 -1.64090 -1.22907
C30 2.52307 -4.99982 -6.03589
C31 3.85510 -6.90514 -6.66609
C32 4.97791 -6.21658 -6.25141
C33 1.11940 -2.38066 -0.11327
H1 -2.14186 -2.24199 2.17797
H2 5.81759 -4.44124 -5.41388
H3 1.72905 -6.80881 -6.87437
H4 0.94919 -1.87911 0.82904
H5 4.90697 -3.71066 -2.61565
H6 5.90025 -7.25454 -0.45453
H7 1.71551 -4.16074 -3.48734
H8 -1.35381 7.16929 -0.91022
H9 0.07521 8.75568 0.33589
H10 1.55652 -4.51787 -5.96140
H11 -3.97404 2.45604 1.33107
H12 -3.36089 -0.70658 0.99499
H13 -2.62787 1.31733 3.20218
H14 -5.74110 -2.09350 3.10849
H15 -4.26760 0.83951 2.71722
H16 8.96756 -4.40093 -1.39807
H17 0.69813 -4.33434 0.67601
H18 3.95617 -7.90186 -7.07299
H19 -4.28017 8.03337 4.02241
H20 -4.48057 3.95729 5.35902
H21 8.28369 -6.54109 -0.36896
H22 -3.83300 7.36947 -0.78443
H23 1.07785 -5.47652 -1.48731
H24 -3.56480 6.26106 5.59040
H25 -6.78486 5.20161 1.98814
H26 -5.89207 7.51488 2.22644
H27 -1.34828 -0.23368 4.16672
H28 -3.44110 10.74565 1.79295
H29 -1.03628 -1.98483 4.27102
H30 1.20221 -0.99372 4.03618
H31 1.62031 -0.56838 -1.18528
H32 7.28285 -2.97745 -2.51522
H33 -0.96215 10.54260 1.69405
H34 3.59682 -3.32769 -5.22353
H35 -1.75319 -0.08996 1.28893

Here are the Löwdin charges for atoms 1 to 2, given in e: 0.35, 0.66

---

The following is a DFT calculation (wB97M-V/def2-TZVPD) of 2 unconnected molecules or ions with the total composition C2H3N3O3.

The calculation puts the molecular weight at 117.06 u. As for the HOMO-LUMO gap (alpha / beta): 0.321 / 0.334 hartree. The LUMO energy (alpha / beta) is 0.302 / -2.457 eV. For the total energy, the calculation gives -467.73400 a.u. Its spin multiplicity is 3.

CARTESIAN COORDINATES (ANGSTROEM)
O1 -1.86654 -1.70354 0.07184
O2 -1.06229 -0.13030 -1.71672
O3 -2.45934 -0.07900 1.27501
N1 -1.87747 -0.54872 0.38719
N2 -1.05605 2.79617 0.10096
N3 0.84539 -0.18878 0.37738
C1 -1.19733 0.37346 -0.56897
C2 -1.21673 1.72352 -0.21419
H1 1.42368 0.51589 0.85968
H2 -1.24785 -1.12060 -1.69490
H3 1.12884 -0.33055 -0.60157

Here are the natural (NBO) charges for atoms 1 to 2, given in e: -0.43, -0.61

---

The following is a DFT calculation (wB97M-V/def2-TZVPD) of C5H8N2 in the gas phase.

The calculation puts the molecular weight at 96.13 u. As for the HOMO-LUMO gap: 0.380 hartree. The LUMO energy is 0.801 eV. For the total energy, the calculation gives -304.71544 a.u. As for the relative energy (zero: lowest compared OMol25 entry of this formula, charge and spin): 315.2 kJ/mol.

CARTESIAN COORDINATES (ANGSTROEM)
N1 2.06935 -1.84629 -1.88163
N2 -0.62996 0.06728 -0.57637
C1 -0.59309 1.17872 0.43885
C2 0.25490 -1.40364 -0.23941
C3 0.85489 1.55136 0.66919
C4 -1.26832 -1.13630 -0.42242
C5 1.17937 -1.63884 -1.20812
H1 -1.11601 1.94602 -0.02524
H2 -1.68058 -1.51224 -1.33510
H3 -1.99167 -1.28438 0.37279
H4 0.97447 2.59797 0.90190
H5 -1.26371 0.87826 1.38864
H6 1.31671 0.94337 1.40782
H7 0.56902 -1.56219 0.73014
H8 1.32462 1.22089 -0.22103

Here are the natural (NBO) charges for atoms 1 to 2, given in e: -0.30, -0.32

---

The following is a DFT calculation (wB97M-V/def2-TZVPD) of C6H10O in the gas phase.

The calculation puts the molecular weight at 98.14 u. As for the HOMO-LUMO gap: 0.179 hartree. The LUMO energy is -2.379 eV. For the total energy, the calculation gives -309.64121 a.u. As for the relative energy (zero: lowest compared OMol25 entry of this formula, charge and spin): 528.2 kJ/mol.

CARTESIAN COORDINATES (ANGSTROEM)
O1 2.41653 -0.53511 1.09114
C1 2.01765 -0.21352 -0.17672
C2 0.47410 0.01366 -0.49702
C3 -3.13843 -0.53290 0.85372
C4 -0.58632 -0.57993 0.19191
C5 -2.01468 -0.29882 -0.13131
C6 2.71026 1.08040 -0.58819
H1 3.46283 0.87484 -1.36412
H2 -3.69916 -1.49102 0.68855
H3 -0.32107 -1.11855 1.07177
H4 -3.93030 0.32702 0.82791
H5 -2.79994 -0.47750 1.91432
H6 2.23765 -1.06294 -0.97381
H7 2.14683 1.98003 -0.83590
H8 0.20928 0.76453 -1.26759
H9 -2.31025 -0.23183 -1.19237
H10 3.12502 1.50165 0.38770

Here are the natural (NBO) charges for atoms 1 to 2, given in e: -0.78, 0.04

---

Q: Which of these has the highest molecular weight?
A: C33H32ClN3O4RbS5

---

Q: The highest molecular weight belongs to which entry?
A: C33H32ClN3O4RbS5